{"formula": "C23H32MoN2O6PS2", "method": "ωB97M-V with the def2-TZVPD basis set", "species": ["H", "C", "C", "C", "H", "C", "C", "N", "O", "Mo", "H", "H", "H", "H", "H", "O", "H", "H", "C", "C", "C", "C", "H", "C", "N", "H", "C", "C", "C", "H", "C", "H", "H", "H", "H", "S", "H", "C", "H", "H", "H", "C", "C", "C", "O", "H", "H", "C", "H", "S", "H", "H", "H", "C", "C", "C", "H", "C", "P", "O", "H", "H", "H", "H", "O", "H", "O"], "coordinates": [[-0.711, 2.191, -3.864], [0.644, -3.250, 1.412], [1.286, -4.475, 1.291], [2.265, -1.627, 1.998], [2.537, -0.583, 1.937], [-0.556, -3.162, 2.083], [-0.170, -0.706, -2.555], [1.397, 0.141, -0.852], [-0.815, 1.727, -0.875], [-0.403, -0.230, 0.544], [-0.034, 3.627, -3.061], [1.838, -1.806, 2.981], [-0.746, 2.252, 4.560], [-1.122, 0.586, 4.084], [-0.068, -0.435, -5.937], [-2.188, 0.500, 0.902], [2.234, -4.565, 0.780], [2.143, 1.459, 0.617], [0.703, -5.615, 1.826], [-0.950, 3.073, -3.271], [-2.222, 4.122, -0.963], [-0.510, -5.527, 2.495], [2.946, 1.613, -0.952], [0.215, -0.284, -4.904], [1.254, -1.994, 0.960], [1.202, -6.568, 1.718], [1.984, 1.458, -0.461], [-0.523, -0.879, -3.893], [1.312, 0.505, -4.588], [-3.839, 2.337, -2.841], [-1.759, 2.466, 2.222], [-2.092, -4.216, 3.135], [-2.938, 0.801, -2.742], [-1.358, 4.554, -0.460], [-1.537, 3.386, 1.687], [-1.328, -1.601, 2.249], [3.257, -0.518, -0.087], [-3.221, 1.705, -2.202], [-2.321, 2.731, 3.118], [-3.027, 3.952, -0.249], [2.961, -0.982, -1.754], [0.957, 1.066, 4.203], [1.664, 0.694, -3.260], [-2.657, 1.649, 1.322], [-0.517, 1.853, 2.537], [2.531, 1.300, -3.025], [1.260, -2.624, -1.045], [1.957, -2.204, -0.326], [-2.565, 4.819, -1.728], [-1.127, -1.511, -1.303], [-1.378, -1.502, -4.128], [2.792, -2.894, -0.200], [-1.632, 3.711, -3.835], [-0.462, 1.438, 3.887], [0.927, 0.095, -2.251], [-1.141, -4.302, 2.625], [1.896, 0.976, -5.369], [2.496, -0.882, -0.775], [-1.732, 2.574, -1.735], [1.833, 0.983, 3.382], [1.295, 2.250, -0.723], [2.050, 0.627, 5.675], [-3.774, 1.433, -1.302], [-0.968, -6.414, 2.913], [1.123, 0.859, 5.508], [3.153, -2.252, 1.875], [-3.725, 2.095, 0.989]], "atomic_forces_ev_per_a": [[0.044, -0.028, -0.023], [0.170, -0.067, -0.098], [0.021, 0.000, -0.088], [-0.159, 0.040, 0.123], [0.044, 0.108, -0.044], [-0.097, -0.001, 0.117], [-0.041, -0.012, 0.022], [0.030, 0.026, -0.038], [0.367, -0.119, 0.543], [-0.070, 0.241, -0.915], [-0.004, -0.011, -0.028], [-0.036, 0.051, -0.023], [-0.035, 0.021, -0.044], [0.052, -0.031, 0.012], [0.004, -0.011, 0.014], [-0.433, -0.111, 0.264], [-0.012, -0.008, 0.020], [0.017, -0.019, 0.093], [-0.028, 0.020, 0.023], [0.112, -0.048, 0.018], [0.018, -0.043, 0.081], [0.016, 0.004, -0.008], [0.017, -0.011, 0.009], [-0.021, -0.005, 0.018], [-0.220, -0.063, -0.021], [-0.010, 0.003, -0.001], [-0.038, 0.000, -0.142], [-0.008, -0.023, -0.015], [-0.014, 0.064, 0.008], [-0.008, -0.016, 0.010], [0.122, 0.213, 0.054], [0.019, -0.021, -0.002], [-0.014, -0.028, -0.017], [0.020, 0.068, 0.006], [-0.007, 0.126, -0.044], [0.039, 0.095, -0.130], [-0.035, 0.000, 0.048], [-0.017, -0.022, 0.052], [0.008, -0.004, 0.006], [0.045, 0.006, 0.028], [0.064, 0.061, -0.012], [0.087, 0.014, -0.127], [0.029, 0.040, -0.064], [0.380, -0.158, 0.035], [-0.169, -0.386, -0.186], [-0.022, -0.010, 0.010], [-0.053, -0.018, 0.005], [0.031, 0.147, -0.001], [-0.006, -0.032, 0.000], [0.142, 0.209, 0.330], [0.010, 0.028, -0.022], [0.012, -0.021, 0.008], [0.014, -0.018, 0.018], [0.036, 0.082, 0.108], [-0.023, -0.091, 0.098], [-0.014, 0.001, 0.000], [-0.017, -0.015, 0.006], [0.058, 0.047, 0.108], [-0.271, -0.151, -0.230], [0.095, -0.018, 0.006], [0.010, -0.010, -0.003], [-0.020, 0.015, -0.040], [0.009, 0.008, -0.041], [0.008, 0.008, -0.013], [-0.021, -0.070, 0.083], [-0.023, -0.053, 0.047], [-0.203, 0.007, -0.015]], "s_squared": 2.02, "lumo_ev": [-3.376, -3.502], "multiplicity": 3, "mol_weight_g_mol": 623.57, "total_charge": 1, "total_energy_ev": -72448.4161, "de_lowest_kcal_mol": 0.0, "orbital_gap_ev": [7.108, 7.415]}